(1)
Computed, not measured: C29H29ClF3O3Tc as an isolated structure, with the ωB97M-V functional and the def2-TZVPD basis.

Last column: Mulliken spin population.
Geometry (Å):
Tc  -0.5134  0.1236  0.2289  1.82
C  1.6865  0.7149  2.0004  0.14
C  2.6043  0.3325  1.0174  0.04
C  2.2314  -0.9294  0.5348  0.02
C  1.0663  -1.3756  1.2244  -0.01
C  0.7129  -0.3308  2.1472  0.07
C  -0.1222  -0.4786  3.3923  0.01
C  0.6926  -2.8249  1.3883  0.02
C  2.9204  -1.6603  -0.5693  -0.02
C  3.6850  1.1729  0.4168  0.00
C  1.6161  2.0322  2.7061  -0.02
H  -0.6111  0.4620  3.6564  0.00
H  0.5030  -0.7687  4.2444  0.00
H  -0.9059  -1.2229  3.2675  0.00
H  0.3074  -3.2695  0.4720  0.00
H  -0.0774  -2.9351  2.1503  0.00
H  1.5670  -3.4012  1.7109  -0.01
H  2.5827  -1.3104  -1.5514  0.01
H  2.7255  -2.7334  -0.5224  0.00
H  4.0008  -1.5033  -0.5310  0.00
H  3.4353  1.4456  -0.6128  0.00
H  4.6444  0.6477  0.3974  0.00
H  3.8315  2.0980  0.9746  0.00
H  0.5826  2.3697  2.8040  0.01
H  2.1506  2.8090  2.1590  0.00
H  2.0352  1.9792  3.7171  0.01
Cl  -0.5559  7.1635  -2.2509  0.00
C  -0.2191  5.5321  -1.6912  -0.13
C  1.1044  5.1429  -1.5176  0.25
C  1.3580  3.8461  -1.0755  -0.07
C  0.3371  2.9310  -0.8061  0.19
O  0.6410  1.7150  -0.4248  0.09
C  -1.0335  3.3561  -0.9795  -0.11
C  -2.1161  2.5149  -0.7177  0.46
O  -2.0818  1.2833  -0.2544  0.16
C  -1.2664  4.6858  -1.4361  0.17
H  1.9096  5.8341  -1.7228  0.02
H  2.3770  3.5079  -0.9329  -0.02
H  -3.1220  2.9025  -0.8912  0.03
H  -2.2848  5.0250  -1.5783  0.01
C  0.0562  -2.7205  -2.7897  0.00
O  -0.0607  -2.0843  -1.5256  -0.01
C  -0.4080  -0.7966  -1.3962  -0.15
C  -0.6059  0.0101  -2.6555  0.02
H  0.8537  -2.2745  -3.3882  0.00
H  -0.8818  -2.6954  -3.3452  0.00
H  0.3090  -3.7546  -2.5668  0.00
H  -0.7800  -0.5796  -3.5531  0.00
H  0.2935  0.6207  -2.7904  -0.01
H  -1.4290  0.7087  -2.5201  0.00
F  -6.4756  -6.0394  4.4726  0.00
C  -6.6885  -5.7135  3.1756  0.00
F  -7.9553  -5.2660  3.0992  0.00
F  -6.6555  -6.8855  2.4981  0.00
C  -5.6882  -4.7336  2.6630  0.00
C  -4.3403  -5.0856  2.6660  0.00
C  -3.3913  -4.1951  2.2108  0.01
C  -3.7613  -2.9238  1.7361  -0.01
C  -5.1216  -2.5922  1.7377  0.01
C  -6.0730  -3.4847  2.1969  0.00
C  -2.7798  -2.0069  1.2772  0.08
C  -1.9314  -1.2228  0.8863  -0.12
H  -4.0391  -6.0610  3.0277  0.00
H  -2.3434  -4.4639  2.2099  0.00
H  -5.4192  -1.6178  1.3753  0.00
H  -7.1188  -3.2095  2.1920  0.00

## Properties
**HOMO-LUMO gap (alpha / beta)**: 4.98 / 6.73 eV
**LUMO (alpha / beta)**: 0.09240 / 0.08748 Ha
**Charge**: -1
**Calculated total energy**: -2188.73049 Eh
**Energy relative to the best compared isomer or geometry (same formula, charge and spin)**: 19.7 kcal/mol
**2S+1**: 4

***

(2)
Computed, not measured: C29H29HfN4OS3 as an isolated structure, with the ωB97M-V functional and the def2-TZVPD basis.

Last column: natural (NBO) charge in e.
Geometry (Å):
Hf  0.3335  0.2035  -0.3744  2.01
C  -0.0025  2.9251  2.5652  -0.66
C  -0.3272  2.8209  1.1115  0.31
N  0.6400  2.5112  0.3157  -0.37
N  0.3302  2.7951  -1.0318  -0.49
C  1.1795  2.4090  -1.9715  -0.09
S  2.4161  1.2496  -1.8805  -0.15
S  0.8828  3.1591  -3.5443  0.30
C  -0.4711  4.3101  -3.2423  -0.60
C  -0.0507  5.6990  -2.8269  0.08
C  0.1356  6.0325  -1.4879  -0.24
C  0.5352  7.3150  -1.1310  -0.20
C  0.7542  8.2857  -2.1043  -0.23
C  0.5659  7.9622  -3.4427  -0.22
C  0.1657  6.6778  -3.7941  -0.24
C  -1.6975  3.0718  0.6099  -0.16
C  -2.3996  4.2250  0.9511  -0.19
C  -3.6332  4.5028  0.3830  -0.29
C  -4.1623  3.5902  -0.5373  -0.19
C  -3.4965  2.4159  -0.8568  -0.29
C  -2.2567  2.1107  -0.2738  0.38
O  -1.6609  0.9656  -0.5075  -0.84
H  0.9480  2.4326  2.7710  0.24
H  -0.7855  2.5161  3.2020  0.22
H  0.1035  3.9875  2.8135  0.22
H  -1.1413  3.8559  -2.5138  0.27
H  -0.9794  4.3564  -4.2061  0.22
H  -0.0335  5.2692  -0.7336  0.24
H  0.6788  7.5555  -0.0839  0.20
H  1.0676  9.2834  -1.8221  0.20
H  0.7283  8.7069  -4.2132  0.20
H  0.0206  6.4261  -4.8417  0.20
H  -1.9491  4.9361  1.6409  0.20
H  -4.1593  5.4153  0.6296  0.20
H  -5.1194  3.7993  -1.0067  0.20
H  -3.9091  1.7019  -1.5614  0.22
S  3.0565  -2.0518  2.8246  0.34
C  3.9700  -2.0295  1.3796  -0.42
C  3.3340  -1.3627  0.3840  -0.23
C  2.0443  -0.8140  0.7562  -0.42
C  1.8127  -1.1333  2.0622  -0.33
C  0.5496  -0.7769  2.7301  0.25
C  0.2515  -1.0221  4.0732  -0.26
C  -1.0036  -0.7105  4.5585  -0.15
C  -1.9560  -0.1556  3.7200  -0.29
C  -1.5880  0.0877  2.4143  0.08
N  -0.3696  -0.2016  1.9404  -0.53
H  4.9331  -2.5250  1.3415  0.22
H  3.7563  -1.2600  -0.6092  0.22
H  1.0032  -1.4652  4.7143  0.22
H  -1.2421  -0.9095  5.5973  0.21
H  -2.9548  0.0843  4.0573  0.22
H  -2.2720  0.5280  1.6994  0.23
C  -0.3220  -3.6147  -2.0472  -0.61
C  -0.9207  -2.2951  -1.5641  0.11
C  -2.1570  -1.9621  -2.4066  -0.61
C  -1.3970  -2.5135  -0.1027  -0.62
N  0.0710  -1.2026  -1.6303  -1.13
H  -0.9986  -4.4678  -1.8909  0.18
H  0.6137  -3.8073  -1.5102  0.21
H  -0.0902  -3.5419  -3.1147  0.20
H  -2.9907  -2.6576  -2.2198  0.18
H  -1.9043  -2.0084  -3.4716  0.20
H  -2.4902  -0.9472  -2.1768  0.22
H  -2.0717  -3.3747  0.0032  0.19
H  -1.9530  -1.6329  0.2369  0.20
H  -0.5264  -2.6840  0.5396  0.21

## Properties
**HOMO-LUMO gap**: 6.45 eV
**LUMO**: 0.08986 Ha
**Charge**: -1
**Calculated total energy**: -2659.44941 Eh
**Energy relative to the best compared isomer or geometry (same formula, charge and spin)**: 39.3 kcal/mol